Record 1
C4H7NO in the gas phase, computed with wB97M-V/def2-TZVPD.

Atoms and positions in Å:
C 1.31584 0.91218 0.11502
N 0.60405 -0.31227 -0.19211
C -0.25165 -0.80887 0.90825
C -1.46409 -0.65693 -0.00821
O -2.64601 -0.81504 0.11001
C -0.54276 -0.14514 -1.11355
H 1.83574 1.27656 -0.77647
H 0.64595 1.71717 0.47566
H 2.06514 0.71719 0.88877
H -0.02833 -1.83584 1.21814
H -0.28805 -0.16441 1.79825
H -0.75376 0.89100 -1.41502
H -0.49208 -0.77559 -2.00874

Results
* HOMO: -9.22 eV
* gap between HOMO and LUMO: 10.2 eV
* net charge: 0
* energy above the lowest of the compared OMol25 structures with the same formula, charge and spin: 192.93 kJ/mol
* SMILES: CN1CC(=O)C1

Atomic partial charges in e from the Mulliken method, atoms 1 to 4:
1. C -0.9764
2. N -0.1618
3. C -0.4512
4. C 0.4770

=====

Record 2
C4H7NO in the gas phase, computed with wB97M-V/def2-TZVPD.

Atoms and positions in Å:
O 1.09073 -0.52726 1.48638
C 0.30043 -0.21536 0.33524
C 0.06047 -1.67821 0.20772
N -0.81096 0.73507 -1.09422
C -0.90031 0.70415 0.40757
C 0.66725 0.52203 -0.94288
H 1.88925 -0.98380 1.17651
H -1.16916 -0.16217 -1.42450
H -0.90246 -1.85536 0.73148
H -0.68919 1.71341 0.77859
H -1.82055 0.31517 0.85602
H 1.17199 -0.04089 -1.73271
H 1.13424 1.49870 -0.79132

Results
* HOMO: -9.01 eV
* gap between HOMO and LUMO: 8.9 eV
* net charge: 0
* energy above the lowest of the compared OMol25 structures with the same formula, charge and spin: 595.18 kJ/mol

Atomic partial charges in e from the Mulliken method, atoms 1 to 4:
1. O -0.5141
2. C 0.8931
3. C -0.6080
4. N -0.5241

=====

Record 3
C4H7NO in the gas phase, computed with wB97M-V/def2-TZVPD.

Atoms and positions in Å:
O -1.11719 0.59206 -1.60594
C -0.02811 0.78159 -0.75431
C -0.35980 0.87880 0.76839
C 0.37414 -0.43701 0.97777
N -0.22734 -1.41135 0.05033
C 0.80278 -0.47926 -0.43901
H -1.51514 -0.24182 -1.30532
H 0.52198 1.64021 -1.12887
H -1.42798 0.89949 0.99758
H 0.15181 1.72045 1.24293
H 0.89090 -0.78002 1.86843
H 0.20561 -2.31920 0.20403
H 1.72833 -0.84394 -0.87602

Results
* HOMO: -9.46 eV
* gap between HOMO and LUMO: 10.5 eV
* net charge: 0
* energy above the lowest of the compared OMol25 structures with the same formula, charge and spin: 254.06 kJ/mol
* SMILES: O[C@H]1C[C@H]2N[C@@H]12

Atomic partial charges in e from the Mulliken method, atoms 1 to 4:
1. O -0.5473
2. C -0.3269
3. C -0.5423
4. C -0.2082

=====

Repeat the third record exactly.
C4H7NO in the gas phase, computed with wB97M-V/def2-TZVPD.

Atoms and positions in Å:
O -1.11719 0.59206 -1.60594
C -0.02811 0.78159 -0.75431
C -0.35980 0.87880 0.76839
C 0.37414 -0.43701 0.97777
N -0.22734 -1.41135 0.05033
C 0.80278 -0.47926 -0.43901
H -1.51514 -0.24182 -1.30532
H 0.52198 1.64021 -1.12887
H -1.42798 0.89949 0.99758
H 0.15181 1.72045 1.24293
H 0.89090 -0.78002 1.86843
H 0.20561 -2.31920 0.20403
H 1.72833 -0.84394 -0.87602

Results
* HOMO: -9.46 eV
* gap between HOMO and LUMO: 10.5 eV
* net charge: 0
* energy above the lowest of the compared OMol25 structures with the same formula, charge and spin: 254.06 kJ/mol
* SMILES: O[C@H]1C[C@H]2N[C@@H]12

Atomic partial charges in e from the Mulliken method, atoms 1 to 4:
1. O -0.5473
2. C -0.3269
3. C -0.5423
4. C -0.2082